No. 1
Molecular formula: C4H11NO
Method: DFT, the ωB97M-V functional and the def2-TZVPD basis

Each atom is followed by the atoms it is bonded to, with distances in Å.
Atoms and positions in Å:
1 C -1.09553 -2.36083 1.16353  C4 1.503, H6 1.078, H7 1.093, H8 1.073
2 N 1.15795 -0.58772 0.51043  C3 1.393, H9 1.000, H10 0.999
3 C 0.05044 -0.71237 -0.32533  N2 1.393, C4 1.333, C5 1.493
4 C -1.00959 -1.46947 -0.04409  C1 1.503, C3 1.333, H11 1.073
5 C 0.17903 0.09760 -1.57344  C3 1.493, H12 1.100, H13 1.088, H14 1.058
6 H -0.72626 -3.34196 0.91119  C1 1.078
7 H -0.61239 -1.86863 2.01100  C1 1.093
8 H -2.10559 -2.43491 1.51749  C1 1.073
9 H 1.14713 -0.90825 1.45733  N2 1.000
10 H 1.99017 -0.18011 0.13735  N2 0.999
11 H -1.75132 -1.43402 -0.81910  C4 1.073
12 H 0.86025 -0.40769 -2.27418  C5 1.100
13 H 0.51226 1.12076 -1.41086  C5 1.088
14 H -0.71533 0.13218 -2.13771  C5 1.058
15 H 0.78584 3.26764 0.43926  O17 0.967
16 H -0.17498 4.40837 0.68842  O17 0.967
17 O 0.43497 4.06554 0.02082  H15 0.967, H16 0.967

Properties
- HOMO-LUMO gap: 8.56 eV
- HOMO energy: -0.2852 Eh
- Charge: 0
- SMILES string: C/C=C(/C)N.O

The natural (NBO) scheme yields these atomic charges, measured in e: -0.64, -0.85, 0.19, -0.31, -0.65, 0.22, 0.19, 0.22, 0.39, 0.38, 0.20, 0.21, 0.21, 0.22, 0.47, 0.47, -0.94

No. 2
Molecular formula: C4H11NO
Method: DFT, the ωB97M-V functional and the def2-TZVPD basis

Each atom is followed by the atoms it is bonded to, with distances in Å.
Atoms and positions in Å:
1 C 0.63967 -1.68693 1.96755  C2 1.537, H6 1.152, H7 1.067, H8 1.164
2 C -0.36199 -0.73025 1.30187  C1 1.537, C3 1.351, C5 1.475
3 C -0.00639 -0.10569 0.15733  C2 1.351, N4 1.320, H9 1.226
4 N 1.07957 -0.28195 -0.57157  C3 1.320, H10 0.994, H11 1.000
5 C -1.73697 -0.50388 1.78449  C2 1.475, H12 1.074, H13 1.118, H14 1.022
6 H 0.03995 -2.59629 2.34116  C1 1.152
7 H 1.40946 -2.10709 1.35900  C1 1.067
8 H 1.00229 -1.15241 2.93578  C1 1.164
9 H -0.97903 0.35394 -0.43038  C3 1.226
10 H 1.19948 0.38468 -1.29941  N4 0.994
11 H 1.83108 -0.35574 0.08373  N4 1.000
12 H -1.94771 -0.79020 2.79821  C5 1.074
13 H -1.85311 0.60694 1.84107  C5 1.118
14 H -2.39438 -0.95795 1.14758  C5 1.022
15 H -0.12935 1.90786 -3.76584  O17 0.940
16 H -0.11155 3.38700 -3.38113  O17 0.993
17 O 0.39624 2.68168 -3.86202  H15 0.940, H16 0.993

Properties
- HOMO-LUMO gap: 8.08 eV
- HOMO energy: -0.2736 Eh
- Charge: 0
- SMILES string: CC(C)=CN.O

The natural (NBO) scheme yields these atomic charges, measured in e: -0.65, -0.12, 0.01, -0.81, -0.63, 0.22, 0.21, 0.21, 0.16, 0.38, 0.38, 0.21, 0.22, 0.21, 0.47, 0.47, -0.94